DFT (ωB97M-V/def2-TZVPD) results for a structure of composition C3H4N in a non-equilibrium geometry.

Geometry (Å):
C1 -1.679 0.900 1.175
C2 1.224 -0.189 -0.975
C3 0.403 -0.789 -0.204
N1 -0.909 0.250 0.640
H1 -2.380 1.395 1.761
H2 1.886 -0.808 -1.443
H3 1.443 0.935 -1.065
H4 0.011 -1.694 0.110

Computed properties:
Charge = +1
E_HOMO = -16.99 eV
Energy relative to the best compared isomer or geometry (same formula, charge and spin) = 99.6 kJ/mol
2S+1 = 1



DFT (ωB97M-V/def2-TZVPD) results for the molecule C3H4N2 in a non-equilibrium geometry.

Geometry (Å):
C1 -0.226 0.509 -1.668
C2 0.127 -0.804 0.097
C3 -0.489 0.569 0.581
N1 -0.612 1.229 -0.719
N2 0.963 -1.542 0.593
H1 -0.082 0.648 -2.774
H2 -1.417 0.382 1.082
H3 0.362 0.782 1.323
H4 1.373 -1.773 1.486

Computed properties:
E_HOMO (alpha / beta) = -7.82 / -7.82 eV
Energy relative to the best compared isomer or geometry (same formula, charge and spin) = 472.6 kJ/mol
2S+1 = 1



DFT (ωB97M-V/def2-TZVPD) results for a cluster of 2 separate species, C3H4N2 in total.

Geometry (Å):
N1 -0.574 1.280 0.663
C1 1.304 -0.186 0.704
C2 0.937 -1.086 -0.043
C3 -1.035 -0.382 -0.908
N2 -1.119 0.645 -0.274
H1 -0.455 2.258 0.393
H2 1.785 0.470 1.396
H3 0.968 -2.022 -0.561
H4 -1.811 -0.977 -1.370

Computed properties:
E_HOMO = -8.85 eV
Energy relative to the best compared isomer or geometry (same formula, charge and spin) = 553.1 kJ/mol
2S+1 = 1



DFT (ωB97M-V/def2-TZVPD) results for the molecule C3H4N2 in a non-equilibrium geometry.

Geometry (Å):
H1 -0.762 0.243 -2.003
N1 0.208 0.594 -1.716
C1 0.348 0.160 -0.499
N2 1.404 0.462 0.383
C2 -0.678 -0.557 0.173
C3 -1.478 -1.066 0.917
H2 1.381 0.297 1.333
H3 1.968 1.298 -0.002
H4 -2.390 -1.432 1.414

Computed properties:
E_HOMO = -9.53 eV
Energy relative to the best compared isomer or geometry (same formula, charge and spin) = 226.7 kJ/mol
2S+1 = 1
Structure (SMILES) = [H]/N=C(/N)C#C



DFT (ωB97M-V/def2-TZVPD) results for the molecule C3H4N2 in a non-equilibrium geometry.

Geometry (Å):
C1 -0.288 1.003 0.403
C2 0.336 0.067 -0.561
N1 -0.509 -0.688 -1.683
C3 -0.183 -1.604 -0.858
N2 0.927 -1.153 -0.117
H1 -0.846 0.486 1.192
H2 0.524 1.571 0.866
H3 -0.945 1.695 -0.119
H4 0.983 -1.377 0.878

Computed properties:
E_HOMO (alpha / beta) = -8.91 / -8.91 eV
Energy relative to the best compared isomer or geometry (same formula, charge and spin) = 435.1 kJ/mol
2S+1 = 1
Structure (SMILES) = C[C@@]12N=C1N2



DFT (ωB97M-V/def2-TZVPD) results for the molecule C3H4N2 in a non-equilibrium geometry.

Geometry (Å):
N1 -0.018 1.944 -2.478
C1 -0.284 1.613 -1.387
C2 -0.747 0.804 -0.308
C3 -0.017 -1.092 0.795
N2 0.165 0.349 0.524
H1 -0.964 -1.283 0.300
H2 -0.006 -1.450 1.830
H3 0.744 -1.585 0.182
H4 1.127 0.701 0.542

Computed properties:
E_HOMO = -9.10 eV
Energy relative to the best compared isomer or geometry (same formula, charge and spin) = 297.4 kJ/mol
2S+1 = 1



DFT (ωB97M-V/def2-TZVPD) results for a cluster of 2 separate species, C3H4N2 in total in a non-equilibrium geometry.

Geometry (Å):
C1 0.266 -0.228 1.736
C2 0.525 -0.010 0.602
C3 0.716 0.558 -0.729
H1 0.286 -0.114 2.771
H2 1.387 0.084 -1.364
H3 0.906 1.698 -0.760
H4 -0.346 0.429 -1.188
N1 -1.968 -0.668 -0.622
N2 -1.773 -1.750 -0.447

Computed properties:
E_HOMO = -10.05 eV
Energy relative to the best compared isomer or geometry (same formula, charge and spin) = 159.5 kJ/mol
2S+1 = 1
Structure (SMILES) = C#CC.N#N



DFT (ωB97M-V/def2-TZVPD) results for the molecule C3H4N2 in a non-equilibrium geometry.

Geometry (Å):
C1 -0.120 -0.223 0.672
C2 0.806 -1.112 -0.399
C3 -0.613 -0.143 1.959
N1 -0.692 0.240 3.098
N2 0.991 -0.458 -1.542
H1 -0.529 0.454 -0.034
H2 -1.380 -0.065 3.759
H3 0.470 0.438 -1.831
H4 1.655 -0.750 -2.225

Computed properties:
E_HOMO = -8.15 eV
Energy relative to the best compared isomer or geometry (same formula, charge and spin) = 430.5 kJ/mol
2S+1 = 1



> The lowest energy relative to the best compared isomer or geometry (same formula, charge and spin) belongs to which entry?

C3H4N